Molecular formula: C19H26CoN3OS2SeSi
Method: DFT, the ωB97M-V functional and the def2-TZVPD basis

Each line ends with the natural charge from an NBO analysis.
Positions of all 54 atoms, in Å:
1 Co 0.366 0.290 -0.915  1.153
2 S 2.992 0.570 -0.839  -0.287
3 C 2.341 2.110 -1.140  0.057
4 C 3.024 3.318 -0.918  -0.283
5 C 2.367 4.505 -1.132  -0.157
6 C 1.045 4.488 -1.581  -0.337
7 C 0.454 3.265 -1.821  0.067
8 N 1.071 2.108 -1.614  -0.582
9 H 4.046 3.279 -0.571  0.222
10 H 2.872 5.448 -0.963  0.204
11 H 0.489 5.400 -1.738  0.210
12 H -0.561 3.199 -2.197  0.210
13 Se -2.088 0.740 -1.572  -0.296
14 C -3.020 0.217 -0.157  0.043
15 N -3.684 -0.046 0.754  -0.493
16 C -1.642 -3.326 -2.539  -1.121
17 Si 0.042 -2.433 -2.286  1.794
18 C 1.471 -3.653 -2.658  -1.120
19 C 0.148 -1.067 -3.626  -1.120
20 N 0.282 -1.668 -0.750  -1.213
21 C 0.574 -2.345 0.391  0.297
22 C 1.134 -1.671 1.494  -0.300
23 C 1.501 -2.341 2.637  -0.207
24 C 1.316 -3.713 2.751  -0.295
25 C 0.716 -4.391 1.701  -0.203
26 C 0.348 -3.726 0.551  -0.323
27 H -1.824 -3.489 -3.597  0.218
28 H -2.463 -2.726 -2.154  0.246
29 H -1.678 -4.294 -2.047  0.219
30 H 1.366 -4.108 -3.636  0.216
31 H 1.522 -4.448 -1.924  0.230
32 H 2.418 -3.124 -2.633  0.236
33 H 0.629 -1.433 -4.527  0.227
34 H 0.734 -0.215 -3.266  0.227
35 H -0.836 -0.700 -3.906  0.236
36 H 1.311 -0.608 1.411  0.218
37 H 1.958 -1.793 3.451  0.191
38 H 1.625 -4.244 3.643  0.190
39 H 0.537 -5.459 1.778  0.193
40 H -0.129 -4.270 -0.251  0.196
41 O 0.099 1.332 0.904  -1.033
42 S -0.020 2.349 1.970  1.252
43 C -0.843 1.467 3.383  -0.593
44 C -2.144 2.182 3.691  -0.409
45 C -2.696 2.613 2.338  -0.437
46 C -1.557 3.305 1.613  -0.595
47 H -0.148 1.428 4.220  0.223
48 H -1.028 0.461 3.008  0.266
49 H -1.974 3.050 4.331  0.188
50 H -2.836 1.509 4.196  0.228
51 H -3.553 3.281 2.431  0.209
52 H -3.009 1.727 1.784  0.269
53 H -1.392 4.313 1.992  0.208
54 H -1.673 3.336 0.533  0.261

Cartesian forces (eV/Å) of the 6 atoms listed first:
Co 0.648 -0.231 -0.745
S -0.502 -0.542 0.194
C 0.093 -0.206 -0.291
C -0.127 0.343 -0.080
C 0.088 -0.132 0.012
C -0.109 -0.008 -0.122

Values from the calculation:
multiplicity: 2
LUMO energy (alpha / beta): 0.0846 / 0.0845 Ha
orbital gap (alpha / beta): 6.1354 / 6.1788 eV
molar mass: 542.55 g/mol
net charge: -1
calculated total energy: -159167.805 eV
relative energy (zero: lowest compared OMol25 entry of this formula, charge and spin): 50.31 kJ/mol
HOMO energy (alpha / beta): -3.83 / -3.88 eV